# C38H44BrN8O5Ti

A structure of composition C38H44BrN8O5Ti (ωB97M-V with the def2-TZVPD basis set, the OMol25 dataset).

```
97
Properties=species:S:1:pos:R:3
Br -6.71 -11.75 -15.00
Ti -0.91 -13.70 -13.63
O -4.13 -19.67 -13.06
O -2.50 -13.62 -14.43
O -0.60 -12.07 -12.90
O -3.84 -12.45 -15.83
O -1.52 -7.45 -15.50
N -0.84 -14.81 -12.00
N -2.77 -12.83 -8.61
N -1.95 -19.36 -12.33
N 0.70 -11.28 -17.85
N -1.78 -14.81 -9.72
N 0.23 -10.00 -12.30
N -3.72 -8.17 -16.69
N -1.67 -16.83 -14.85
C 2.62 -14.78 -14.72
C -5.70 -15.38 -12.49
C -2.35 -13.74 -9.20
C -3.13 -20.12 -12.49
C 1.38 -10.24 -17.18
C -4.67 -14.98 -13.37
C 0.09 -8.63 -11.92
C -3.01 -7.38 -17.47
C -1.71 -6.95 -16.85
C -1.37 -14.86 -10.94
C -2.19 -9.88 -10.43
C -4.83 -13.82 -14.16
C -1.55 -19.16 -15.22
C -3.73 -13.23 -14.92
C -1.52 -16.65 -16.15
C -6.95 -13.45 -12.98
C 0.44 -13.80 -15.12
C 3.14 -13.99 -15.72
C -4.35 -7.83 -19.37
C -6.04 -13.16 -13.97
C -3.15 -21.39 -11.74
C 1.22 -14.83 -14.50
C -1.83 -18.05 -12.85
C 0.05 -8.53 -10.42
C -2.13 -10.56 -11.82
C -3.34 -7.12 -18.78
C -1.49 -19.01 -16.61
C 2.27 -13.30 -16.58
C 0.31 -11.04 -19.25
C -0.88 -9.52 -9.71
C -0.79 -10.87 -12.36
C -1.66 -18.06 -14.38
C -5.12 -8.69 -18.59
C -1.61 -17.71 -17.13
C 0.93 -13.11 -16.24
C -6.80 -14.61 -12.23
C -4.72 -8.84 -17.27
C 0.01 -12.27 -17.10
H -5.92 -9.26 -19.06
H -2.62 -9.83 -12.53
H 1.03 -9.24 -17.45
H 1.26 -11.09 -19.86
H 2.44 -10.32 -17.39
H -1.52 -5.86 -16.79
H -1.50 -19.90 -17.25
H -7.88 -12.93 -12.99
H -0.35 -10.46 -9.46
H -1.29 -15.66 -16.51
H 0.06 -9.97 -19.35
H -2.72 -11.47 -11.79
H -2.13 -21.86 -11.75
H -0.47 -13.01 -17.73
H -3.82 -22.10 -12.32
H 3.28 -15.44 -14.21
H -2.38 -7.95 -15.41
H 2.66 -12.91 -17.49
H 1.05 -8.70 -9.99
H -0.77 -11.81 -16.39
H 1.11 -10.28 -12.79
H 0.80 -15.61 -13.87
H -4.71 -7.63 -20.33
H -3.58 -21.29 -10.75
H -0.82 -8.14 -12.39
H 1.34 -10.35 -16.11
H -2.64 -10.48 -9.61
H -1.21 -19.58 -11.65
H -1.73 -17.52 -18.18
H 0.87 -7.99 -12.36
H -3.77 -15.60 -13.48
H -0.11 -7.47 -10.27
H -2.73 -6.47 -19.36
H -1.15 -9.10 -8.73
H -2.78 -8.93 -10.58
H -5.65 -16.37 -12.02
H -1.44 -20.16 -14.79
H -0.48 -11.70 -19.66
H -2.79 -17.52 -12.65
H -0.92 -7.36 -17.54
H 4.19 -13.88 -15.93
H -7.53 -14.93 -11.48
H -0.93 -17.55 -12.44
H -5.23 -9.58 -16.61
```

Results
relative energy (zero: lowest compared OMol25 entry of this formula, charge and spin): 2.531 eV
charge: -1
orbital gap (spin up / spin down): 3.6 / 7.4 eV
spin multiplicity: 3

Here are the Löwdin charges for atoms 1 to 8, given in e: number 1, Br, carries 0.8249; number 2, Ti, carries 0.8163; number 3, O, carries 0.0465; number 4, O, carries -0.2037; number 5, O, carries -0.1988; number 6, O, carries 0.0461; number 7, O, carries -0.0981; number 8, N, carries 0.0477